# 1
Formula: C4H11N2S
Source: the OMol25 dataset
Level of theory: wB97M-V/def2-TZVPD

Structure (XYZ):
```
18
Properties=species:S:1:pos:R:3:lowdin_charge:R:1
C 1.196 -0.279 -1.859 -0.132
C 0.706 -0.262 -0.425 -0.496
C 0.273 -1.693 0.113 -0.771
S 1.482 -2.980 -0.234 0.107
N -0.474 0.677 -0.222 -0.055
C -0.951 0.744 1.132 -0.370
N -1.414 2.003 1.734 -0.017
H 2.203 -0.667 -1.795 0.032
H 0.545 -0.950 -2.441 0.073
H 1.257 0.827 -2.028 0.077
H 1.532 0.110 0.161 0.109
H -0.601 -1.851 -0.519 0.033
H 0.050 -1.591 1.167 0.017
H -1.187 0.359 -0.870 0.090
H -0.069 0.507 1.726 0.102
H -1.617 -0.067 1.455 0.109
H -0.717 2.737 1.674 0.049
H -2.214 2.375 1.230 0.043
```

electronic energy = -18141.996 eV
SMILES = C[C@H](C[S-])NCN
orbital gap = 6.06 eV
HOMO energy = -2.35 eV
maximum force = 2.375 eV Å⁻¹
relative energy (zero: lowest compared OMol25 entry of this formula, charge and spin) = 106.3 kJ/mol
LUMO level = 3.700 eV
total charge = -1



# 2
Formula: C4H4N2O
Source: the OMol25 dataset
Level of theory: wB97M-V/def2-TZVPD

Structure (XYZ):
```
11
Properties=species:S:1:pos:R:3:lowdin_charge:R:1
C -0.943 1.061 -2.127 -0.117
C -0.364 0.309 0.100 -0.409
C 1.051 0.144 0.162 -0.138
C -0.258 -0.299 -1.312 -0.166
N -1.182 2.102 -2.540 0.108
N -1.223 0.647 0.947 0.174
O 1.127 -0.454 -1.143 -0.023
H 1.633 1.115 0.280 0.158
H 1.237 -0.554 1.094 0.176
H -0.841 -1.107 -1.764 0.137
H -2.199 0.416 0.595 0.100
```

electronic energy = -9236.802 eV
orbital gap = 11.10 eV
HOMO energy = -10.70 eV
maximum force = 4.572 eV Å⁻¹
relative energy (zero: lowest compared OMol25 entry of this formula, charge and spin) = 355.7 kJ/mol
LUMO level = 0.400 eV



# 3
Formula: C23H48F3O14
Source: the OMol25 dataset
Level of theory: wB97M-V/def2-TZVPD

Structure (XYZ):
```
88
Properties=species:S:1:pos:R:3:lowdin_charge:R:1
O 1.934 -1.043 2.062 -0.014
C 0.823 -0.808 1.220 -0.782
O 0.192 0.250 1.538 -0.081
O 0.571 -1.614 0.324 -0.003
H 1.734 -0.267 2.618 0.061
C 0.132 -3.679 -1.953 -0.108
O -1.183 -3.395 -2.342 -0.188
C -1.383 -3.433 -3.723 -0.222
C -2.866 -3.333 -4.006 -0.209
O -3.341 -2.134 -3.442 -0.131
C -4.733 -1.979 -3.566 -0.209
C -5.070 -0.517 -3.468 -0.225
O -4.554 0.024 -2.290 -0.152
C -5.215 1.178 -1.858 -0.112
H 0.575 -4.489 -2.557 0.080
H 0.130 -3.933 -0.898 0.084
H 0.794 -2.814 -2.072 0.086
H -1.032 -4.407 -4.111 0.122
H -0.855 -2.637 -4.265 0.133
H -3.415 -4.189 -3.592 0.129
H -3.005 -3.286 -5.100 0.125
H -5.198 -2.606 -2.794 0.120
H -5.070 -2.322 -4.558 0.123
H -6.158 -0.376 -3.554 0.121
H -4.621 -0.027 -4.349 0.131
H -6.286 0.986 -1.695 0.087
H -5.039 2.037 -2.520 0.088
H -4.806 1.449 -0.885 0.071
C -1.561 3.462 -2.268 -0.127
O -1.685 2.535 -1.235 -0.137
C -2.273 3.087 -0.104 -0.236
C -2.409 2.067 1.011 -0.190
O -3.007 0.876 0.551 -0.113
C -3.108 -0.064 1.559 -0.227
C -3.800 -1.302 1.065 -0.226
O -3.074 -1.842 0.006 -0.137
C -3.564 -3.084 -0.397 -0.121
H -1.080 4.396 -1.942 0.085
H -2.540 3.721 -2.700 0.081
H -0.941 3.025 -3.049 0.088
H -3.262 3.522 -0.337 0.119
H -1.694 3.911 0.353 0.116
H -3.113 2.507 1.750 0.121
H -1.447 1.855 1.484 0.100
H -3.671 0.333 2.433 0.125
H -2.134 -0.341 1.990 0.123
H -4.818 -1.031 0.731 0.125
H -3.868 -2.009 1.905 0.125
H -3.301 -3.869 0.330 0.093
H -3.066 -3.352 -1.330 0.060
H -4.653 -3.066 -0.548 0.081
C 9.568 -3.309 0.243 -0.124
O 8.214 -3.481 -0.099 -0.177
C 7.338 -2.988 0.892 -0.216
C 6.066 -2.458 0.275 -0.210
O 6.388 -1.339 -0.496 -0.121
C 5.266 -0.649 -0.982 -0.191
C 4.439 0.046 0.092 -0.217
O 5.281 0.882 0.852 -0.171
C 4.666 1.252 2.066 -0.105
H 9.805 -2.238 0.303 0.089
H 10.184 -3.757 -0.532 0.081
H 9.789 -3.769 1.214 0.084
H 7.796 -2.139 1.418 0.127
H 7.073 -3.769 1.618 0.127
H 5.379 -2.241 1.102 0.131
H 5.605 -3.242 -0.346 0.137
H 4.621 -1.327 -1.560 0.129
H 5.624 0.092 -1.701 0.123
H 3.891 -0.687 0.690 0.099
H 3.698 0.641 -0.464 0.138
H 5.328 1.935 2.599 0.084
H 4.471 0.375 2.692 0.089
H 3.721 1.774 1.879 0.077
C -2.847 5.780 3.214 -0.057
C -2.092 4.723 4.017 -0.201
O -0.946 4.340 3.246 0.021
C 0.112 3.892 3.915 -0.382
O 0.242 3.870 5.099 0.164
C 1.212 3.323 2.984 -0.543
F 1.510 2.100 3.409 0.172
F 0.855 3.292 1.709 0.182
F 2.327 4.089 3.094 0.138
H -2.235 6.673 3.091 0.079
H -3.798 5.974 3.704 0.077
H -3.028 5.391 2.211 0.068
H -2.766 3.877 4.153 0.127
H -1.747 5.099 4.976 0.118
```

electronic energy = -61444.016 eV
orbital gap = 7.15 eV
HOMO energy = -4.70 eV
maximum force = 1.636 eV Å⁻¹
relative energy (zero: lowest compared OMol25 entry of this formula, charge and spin) = 0.0 kJ/mol
LUMO level = 2.455 eV
total charge = -1



# 4
Formula: C5H8N4
Source: the OMol25 dataset
Level of theory: wB97M-V/def2-TZVPD

Structure (XYZ):
```
17
Properties=species:S:1:pos:R:3:lowdin_charge:R:1
C 1.140 -1.070 -0.423 -0.036
C -1.956 0.614 -0.010 -0.044
C -1.380 1.472 -2.023 -0.176
C 2.154 -1.801 0.450 -0.110
C 0.208 0.150 1.527 -0.055
N -0.372 0.751 -1.709 0.116
N 0.298 -0.343 0.246 -0.187
N -0.729 0.241 -0.494 -0.158
N -2.423 1.316 -1.089 0.018
H -1.364 1.939 -2.983 0.109
H 2.956 -2.181 -0.072 0.028
H 2.492 -1.268 1.275 0.033
H 1.640 -2.644 0.892 0.081
H -0.793 0.392 1.702 0.036
H 0.657 -0.474 2.282 0.103
H 0.774 0.972 1.500 0.072
H -3.301 1.936 -1.070 0.170
```

electronic energy = -11269.418 eV
orbital gap = 8.79 eV
HOMO energy = -7.93 eV
maximum force = 4.309 eV Å⁻¹
relative energy (zero: lowest compared OMol25 entry of this formula, charge and spin) = 495.4 kJ/mol
LUMO level = 0.860 eV



# 5
Formula: C22H52NO8
Source: the OMol25 dataset
Level of theory: wB97M-V/def2-TZVPD

Structure (XYZ):
```
83
Properties=species:S:1:pos:R:3:lowdin_charge:R:1
N 6.032 -0.022 0.651 0.161
C 4.683 -0.160 -0.052 -0.048
C 3.644 0.731 0.773 -0.258
O 4.065 1.584 1.615 0.051
C 2.045 0.603 0.659 -0.120
C 1.208 -0.454 1.456 -0.036
C -0.353 -0.520 1.353 -0.041
C -1.150 0.488 0.444 -0.014
C -0.317 1.536 -0.384 -0.024
C 1.250 1.590 -0.263 -0.012
H 6.776 -0.517 0.115 0.163
H 5.897 -0.419 1.603 0.173
H 6.339 0.969 0.711 0.174
H 4.863 0.198 -1.127 0.159
H 4.396 -1.272 -0.111 0.155
H 1.762 -1.198 2.140 0.089
H -0.895 -1.325 1.948 0.088
H -2.291 0.454 0.389 0.068
H -0.874 2.269 -1.091 0.085
H 1.783 2.385 -0.879 0.096
C 8.587 -4.333 0.257 -0.086
C 7.899 -3.491 1.311 -0.307
O 6.631 -3.044 0.831 -0.117
H 8.726 -3.759 -0.662 0.045
H 9.562 -4.679 0.609 0.087
H 7.977 -5.205 0.000 0.081
H 8.501 -2.610 1.549 0.107
H 7.745 -4.063 2.230 0.113
H 6.102 -3.828 0.631 0.093
C -6.036 -1.912 0.511 -0.081
C -4.527 -1.771 0.498 -0.312
O -4.162 -0.399 0.385 -0.118
H -6.469 -1.495 -0.402 0.050
H -6.329 -2.962 0.592 0.080
H -6.469 -1.360 1.350 0.077
H -4.100 -2.306 -0.353 0.115
H -4.089 -2.177 1.416 0.105
H -4.536 0.066 1.146 0.092
C -7.597 -0.344 -4.241 -0.094
C -8.030 -1.215 -3.079 -0.315
O -7.872 -0.513 -1.852 -0.105
H -6.552 -0.042 -4.125 0.075
H -7.708 -0.874 -5.189 0.074
H -8.191 0.574 -4.279 0.074
H -7.419 -2.120 -3.031 0.112
H -9.078 -1.511 -3.182 0.111
H -8.423 0.282 -1.898 0.078
C 11.208 -1.415 -3.334 -0.086
C 9.803 -1.404 -2.766 -0.315
O 9.725 -2.258 -1.628 -0.116
H 11.497 -2.430 -3.620 0.083
H 11.279 -0.768 -4.211 0.080
H 11.931 -1.076 -2.587 0.076
H 9.088 -1.764 -3.508 0.116
H 9.511 -0.392 -2.467 0.102
H 10.355 -1.928 -0.972 0.092
C -2.356 5.976 -3.342 -0.093
C -2.343 4.673 -2.568 -0.323
O -1.128 4.547 -1.836 -0.110
H -1.509 6.022 -4.031 0.078
H -3.281 6.082 -3.913 0.077
H -2.261 6.830 -2.664 0.074
H -2.416 3.823 -3.250 0.114
H -3.182 4.626 -1.867 0.110
H -1.074 5.297 -1.229 0.088
C -9.982 2.165 1.620 -0.094
C -10.018 2.688 0.198 -0.326
O -10.688 1.763 -0.650 -0.092
H -9.473 1.199 1.660 0.074
H -9.465 2.865 2.280 0.074
H -10.996 2.007 1.999 0.074
H -9.004 2.824 -0.185 0.109
H -10.537 3.651 0.148 0.108
H -11.586 1.655 -0.311 0.084
C 2.264 -0.711 5.240 -0.105
C 0.858 -0.697 5.807 -0.323
O 0.776 -1.552 6.940 -0.081
H 2.553 -1.726 4.953 0.074
H 2.338 -0.061 4.364 0.054
H 2.987 -0.375 5.990 0.074
H 0.143 -1.055 5.063 0.107
H 0.567 0.314 6.107 0.112
H 1.405 -1.225 7.598 0.085
```

electronic energy = -41514.443 eV
orbital gap = 7.87 eV
HOMO energy = -11.11 eV
maximum force = 4.953 eV Å⁻¹
relative energy (zero: lowest compared OMol25 entry of this formula, charge and spin) = 339.4 kJ/mol
LUMO level = -3.239 eV
total charge = +1



# 6
Formula: C36H50IrN5O5P2S3
Source: the OMol25 dataset
Level of theory: wB97M-V/def2-TZVPD

Structure (XYZ):
```
102
Properties=species:S:1:pos:R:3:lowdin_charge:R:1
Ir -0.139 -0.583 0.661 0.801
C -0.862 -3.729 2.604 -0.291
P -1.347 -1.989 2.336 0.737
C -3.181 -2.143 2.306 -0.235
C -0.907 -1.299 3.996 -0.390
C -0.581 0.188 3.964 -0.390
P 0.502 0.613 2.542 0.691
C 0.294 2.413 2.418 -0.220
C 2.179 0.377 3.213 -0.224
H -1.300 -4.102 3.533 0.056
H 0.224 -3.809 2.655 0.035
H -1.198 -4.356 1.778 0.034
H -3.616 -1.861 3.267 0.058
H -3.448 -3.181 2.108 0.045
H -3.620 -1.519 1.529 0.009
H -0.019 -1.857 4.309 0.080
H -1.689 -1.527 4.722 0.090
H -0.080 0.503 4.883 0.093
H -1.482 0.798 3.874 0.076
H 0.281 2.865 3.413 0.063
H -0.647 2.631 1.910 0.038
H 1.112 2.849 1.850 0.023
H 2.319 0.988 4.107 0.059
H 2.928 0.652 2.471 0.023
H 2.316 -0.675 3.472 0.049
S -4.443 4.334 -0.179 0.951
C -3.645 2.779 -0.101 -0.570
C -2.826 2.295 -1.162 -0.115
C -1.994 1.237 -0.992 -0.191
N -1.867 0.547 0.217 -0.178
C -2.720 0.988 1.226 -0.228
C -3.569 2.038 1.108 -0.119
C -3.085 5.326 0.439 -0.509
C -2.888 5.489 1.806 -0.090
C -1.769 6.183 2.241 -0.159
N -0.862 6.714 1.423 0.051
C -1.074 6.573 0.116 -0.151
C -2.159 5.896 -0.423 -0.080
H -2.839 2.791 -2.125 0.112
H -1.363 0.893 -1.795 0.077
H -2.678 0.440 2.158 0.058
H -4.179 2.317 1.959 0.107
H -3.593 5.079 2.517 0.101
H -1.596 6.320 3.304 0.102
H -0.335 7.020 -0.541 0.104
H -2.272 5.804 -1.495 0.104
C 0.127 -5.418 -4.105 -0.098
C -0.934 -4.340 -4.277 -0.232
C -0.380 -2.926 -4.158 -0.145
N 0.247 -2.677 -2.853 0.069
C -0.253 -2.730 -1.650 -0.745
S 0.770 -2.783 -0.268 0.632
N -1.616 -2.785 -1.426 0.110
C -2.555 -1.878 -1.954 -0.395
O -2.288 -1.127 -2.855 0.114
C -3.847 -1.864 -1.224 -0.149
C -4.400 -3.010 -0.658 -0.057
C -5.587 -2.918 0.052 -0.087
C -6.200 -1.683 0.218 -0.067
C -5.644 -0.541 -0.344 -0.046
C -4.473 -0.628 -1.078 -0.010
H -0.285 -6.409 -4.291 0.075
H 0.538 -5.417 -3.093 0.068
H 0.955 -5.267 -4.802 0.077
H -1.735 -4.479 -3.546 0.100
H -1.409 -4.421 -5.257 0.117
H -1.140 -2.174 -4.342 0.106
H 0.422 -2.771 -4.880 0.133
H 1.226 -2.414 -2.867 0.090
H -1.822 -3.068 -0.480 0.086
H -3.930 -3.978 -0.798 0.118
H -6.036 -3.808 0.474 0.110
H -7.120 -1.612 0.784 0.110
H -6.124 0.420 -0.209 0.114
H -4.014 0.250 -1.517 0.098
O 2.861 0.014 -0.611 -0.216
S 2.060 0.212 -2.073 0.431
O 2.522 -0.936 -2.832 -0.322
O 0.676 0.105 -1.661 -0.396
O 2.508 1.484 -2.553 -0.251
C 5.541 -0.613 -2.768 0.023
N 6.238 -0.445 -1.522 -0.071
C 7.525 0.204 -1.519 0.011
C 5.534 -0.666 -0.259 -0.052
C 4.987 0.663 0.211 -0.140
C 5.777 1.581 0.903 -0.041
C 5.274 2.823 1.240 -0.061
C 3.973 3.161 0.876 -0.043
C 3.165 2.252 0.220 -0.018
C 3.666 0.992 -0.096 -0.287
H 6.253 -0.719 -3.582 0.113
H 4.930 0.288 -2.934 0.128
H 4.839 -1.439 -2.700 0.102
H 8.077 -0.075 -2.413 0.110
H 8.073 -0.058 -0.617 0.109
H 7.356 1.287 -1.528 0.130
H 6.249 -1.093 0.445 0.146
H 4.724 -1.364 -0.456 0.137
H 6.788 1.315 1.189 0.117
H 5.890 3.530 1.779 0.112
H 3.587 4.143 1.118 0.120
H 2.154 2.497 -0.073 0.123
```

electronic energy = -109746.407 eV
orbital gap (spin up / spin down) = 4.86 / 4.53 eV
HOMO energy (spin up / spin down) = -6.91 / -10.26 eV
maximum force = 0.632 eV Å⁻¹
relative energy (zero: lowest compared OMol25 entry of this formula, charge and spin) = 0.0 kJ/mol
⟨S²⟩ = 8.78
multiplicity = 6
LUMO level (spin up / spin down) = -2.051 / -5.734 eV
total charge = +1



# 7
Formula: CH4BrP
Source: the OMol25 dataset
Level of theory: wB97M-V/def2-TZVPD

Structure (XYZ):
```
7
Properties=species:S:1:pos:R:3:lowdin_charge:R:1
C 0.060 0.288 0.773 -0.429
P 0.933 -0.407 -0.680 0.338
Br 0.597 -2.558 -0.102 0.111
H -1.041 0.070 0.959 0.016
H -0.745 1.988 -0.540 0.140
H 0.466 1.282 1.055 -0.050
H -0.270 -0.662 -1.466 -0.126
```

electronic energy = -80428.704 eV
orbital gap (spin up / spin down) = 8.47 / 8.51 eV
HOMO energy (spin up / spin down) = -9.65 / -9.53 eV
maximum force = 2.891 eV Å⁻¹
relative energy (zero: lowest compared OMol25 entry of this formula, charge and spin) = 442.1 kJ/mol
LUMO level (spin up / spin down) = -1.183 / -1.014 eV



# 8
Formula: C23H33F3MnN6O3
Source: the OMol25 dataset
Level of theory: wB97M-V/def2-TZVPD

Structure (XYZ):
```
69
Properties=species:S:1:pos:R:3:lowdin_charge:R:1
Mn -0.044 -0.947 -0.775 0.955
C 5.273 1.008 -1.308 -0.049
N 4.088 0.234 -0.955 0.054
C 2.844 0.508 -1.361 -0.557
N 2.649 1.632 -2.088 0.217
O 1.899 -0.278 -1.110 -0.089
H 6.153 0.460 -0.984 0.095
H 5.283 1.979 -0.810 0.093
H 5.340 1.155 -2.387 0.093
H 4.192 -0.622 -0.445 0.146
H 3.310 2.386 -2.018 0.108
H 1.687 1.900 -2.186 0.094
F -0.986 -3.491 -1.249 0.063
C -1.499 -2.345 -0.711 -0.604
F -2.507 -1.939 -1.539 0.058
F -2.061 -2.686 0.424 0.129
C -1.764 1.650 5.129 -0.040
C -1.971 1.171 3.706 -0.254
C -3.191 1.347 3.072 -0.025
C -3.379 0.860 1.781 -0.274
C -4.742 0.953 1.119 -0.044
C -2.327 0.221 1.144 -0.029
C -1.083 -0.019 1.766 -0.262
C -0.937 0.496 3.052 0.003
N -0.074 -0.761 1.109 -0.056
C 0.972 -1.510 1.868 -0.580
C 1.526 -2.584 0.927 -0.058
C 2.113 -0.570 2.265 -0.027
C 0.404 -2.262 3.094 -0.021
H -2.486 2.422 5.402 0.077
H -0.755 2.047 5.273 0.080
H -1.888 0.816 5.829 0.089
H -4.012 1.837 3.590 0.123
H -5.437 0.251 1.588 0.089
H -4.695 0.697 0.056 0.076
H -5.183 1.950 1.232 0.079
H -2.518 -0.187 0.167 0.082
H 0.008 0.402 3.574 0.095
H 1.887 -2.164 -0.017 0.047
H 0.772 -3.349 0.730 0.087
H 2.381 -3.077 1.393 0.100
H 2.497 -0.056 1.378 0.062
H 2.925 -1.137 2.737 0.096
H 1.779 0.197 2.969 0.073
H -0.658 -2.475 2.955 0.092
H 0.524 -1.709 4.025 0.079
H 0.923 -3.216 3.213 0.087
N 2.563 -4.340 -5.396 0.192
C 1.846 -3.505 -5.056 -0.151
C 0.960 -2.446 -4.624 -0.173
C 0.311 -1.623 -5.535 0.029
C -0.521 -0.628 -5.056 -0.007
C -0.669 -0.480 -3.695 -0.076
N -0.031 -1.264 -2.812 -0.020
C 0.760 -2.238 -3.275 -0.044
H 0.453 -1.773 -6.599 0.138
H -1.057 0.027 -5.731 0.125
H -1.324 0.273 -3.289 0.117
H 1.245 -2.873 -2.550 0.137
N -2.274 3.342 -0.695 0.036
C -1.076 3.438 0.151 -0.117
C -0.075 2.331 -0.164 -0.499
O 1.000 2.221 0.344 0.130
O -0.527 1.444 -1.106 -0.007
H -3.111 3.192 -0.151 0.081
H -1.409 1.833 -1.361 0.098
H -2.410 4.162 -1.266 0.093
H -1.323 3.326 1.205 0.132
H -0.564 4.386 0.033 0.133
```

electronic energy = -78938.919 eV
orbital gap (spin up / spin down) = 6.71 / 6.72 eV
HOMO energy (spin up / spin down) = -9.96 / -10.15 eV
maximum force = 1.537 eV Å⁻¹
relative energy (zero: lowest compared OMol25 entry of this formula, charge and spin) = 56.8 kJ/mol
⟨S²⟩ = 6.11
multiplicity = 5
LUMO level (spin up / spin down) = -3.245 / -3.428 eV
total charge = +1